1.
Here is a single C4H2N2O2S molecule at a distorted geometry from OMol25. Energies are from ωB97M-V/def2-TZVPD.

Results
Kohn-Sham gap (spin up / spin down) in Ha: 0.2392 / 0.1923

Structure (ORCA input):
```
! wB97M-V def2-TZVPD RIJCOSX def2/J DEFGRID3
* xyz 0 3
C 1.3049 -0.4381 0.1180
C 1.6247 0.8244 -0.1849
C -0.0183 -0.9163 0.0450
C -0.8800 1.0405 -0.1363
N -0.5847 -1.9351 -0.1790
N -2.0182 1.0964 0.1452
O -3.0292 0.6103 0.4892
O -1.5220 -2.6775 -0.1298
S 0.3847 2.1543 -0.1790
H 2.1848 -1.0350 0.2753
H 2.5533 1.2761 -0.2638
*
```

2.
Here is a molecular structure, C22H33IN7O3SSiV at a distorted geometry from OMol25. Energies are from ωB97M-V/def2-TZVPD.

Results
Kohn-Sham gap (spin up / spin down) in Ha: 0.2537 / 0.2604
ΔE to the lowest compared entry with this formula, charge and spin in kcal per mole: 53.6

Structure (ORCA input):
```
! wB97M-V def2-TZVPD RIJCOSX def2/J DEFGRID3
* xyz -1 4
V -0.4118 -0.9042 0.9691
N 1.9133 2.1342 0.3022
C 2.4623 1.8764 -1.0187
C 2.7191 0.4021 -1.2893
N 1.5587 -0.4970 -1.3514
C 0.8390 -0.4433 -2.6286
C -0.1848 0.6789 -2.7518
N -1.0071 0.7643 -1.5561
H 1.4926 3.0522 0.3527
H 2.6302 2.1005 1.0182
H 3.4238 2.3795 -1.1921
H 1.7752 2.2820 -1.7594
H 3.3842 0.0287 -0.5037
H 3.2838 0.3457 -2.2332
H 1.9227 -1.4375 -1.2538
H 0.3117 -1.3917 -2.7403
H 1.5420 -0.3629 -3.4714
H -0.7560 0.4707 -3.6666
H 0.3038 1.6400 -2.9145
H -1.5668 -0.0721 -1.4102
H -1.6565 1.5397 -1.6003
I -0.5397 -2.9777 2.6886
C -4.6310 -1.5366 2.0278
Si -3.7011 -0.4847 0.8165
C -3.1515 1.0639 1.6997
C -4.8661 0.0509 -0.5441
N -2.2732 -1.2222 0.2055
C -2.2340 -2.3632 -0.5890
C -0.9999 -2.8791 -1.0450
C -0.9206 -3.9970 -1.8595
C -2.0676 -4.6560 -2.2755
C -3.2945 -4.1744 -1.8340
C -3.3805 -3.0662 -1.0089
H -5.3916 -0.9429 2.5446
H -3.9341 -1.9380 2.7681
H -5.1330 -2.3809 1.5496
H -3.9960 1.7394 1.8642
H -2.3999 1.6087 1.1185
H -2.7300 0.8251 2.6807
H -5.6879 0.6311 -0.1114
H -5.3050 -0.7810 -1.0971
H -4.3511 0.6919 -1.2665
H -0.0568 -2.4131 -0.7534
H 0.0552 -4.3570 -2.1654
H -2.0075 -5.5269 -2.9141
H -4.2083 -4.6776 -2.1286
H -4.3561 -2.7479 -0.6661
O 4.8214 5.5990 7.3551
S 3.5107 4.9892 7.3254
O 2.5973 5.5400 6.3491
O 2.9260 4.7095 8.6230
C 3.8547 3.3128 6.7115
N 4.9080 2.6645 7.2358
C 5.1338 1.4410 6.7944
C 4.3558 0.8266 5.8202
C 3.2992 1.5777 5.3515
N 3.0342 2.7977 5.7929
C 2.3626 1.0799 4.2793
C 2.6679 -0.0138 3.4784
C 1.7897 -0.3500 2.4729
N 0.6250 0.2704 2.2725
C 0.3152 1.2957 3.0662
C 1.1692 1.7510 4.0570
H 5.9773 0.9122 7.2292
H 4.5678 -0.1777 5.4851
H 3.5826 -0.5770 3.5890
H 2.0366 -1.1737 1.8086
H -0.6391 1.7710 2.8852
H 0.9181 2.6111 4.6631
*
```

3.
Here is 5 unconnected molecules or ions with the total composition C24H60N4O7P at a distorted geometry from OMol25. Energies are from ωB97M-V/def2-TZVPD.

Results
Kohn-Sham gap in Ha: 0.2650

Structure (ORCA input):
```
! wB97M-V def2-TZVPD RIJCOSX def2/J DEFGRID3
* xyz 1 1
C -0.1802 -3.5725 -2.8340
C -0.7274 -3.4526 -1.4087
N 0.3021 -3.2488 -0.3662
C 0.3202 -1.8999 0.1720
C 0.2402 -0.7583 -0.8658
N 1.1858 0.3766 -0.5997
C 1.4827 1.0631 -1.7163
N 2.7607 1.1052 -2.2213
N 0.6524 1.7482 -2.4037
O -0.6694 1.8386 -2.0737
P 0.6522 1.4429 0.7482
C 0.8795 0.5638 2.3369
O 1.8523 2.5781 0.8348
C 1.5689 -3.7702 -0.7142
C 2.7954 -2.8916 -0.8829
O 1.6805 -4.9211 -0.8595
H 0.2865 -4.5317 -2.9736
H 0.5944 -2.8359 -3.0450
H -0.9614 -3.4297 -3.5692
H -1.1864 -4.4117 -1.2103
H -1.5165 -2.7128 -1.3803
H 1.1869 -1.7206 0.7858
H -0.5281 -1.7927 0.8374
H -0.7684 -0.3484 -0.8211
H 0.3929 -1.0849 -1.8877
H 3.3426 1.4986 -1.4819
H 3.0765 0.1830 -2.5017
H 0.9579 2.2728 -3.2198
H -1.1784 1.5267 -2.8433
H 1.1733 1.2714 3.1011
H -0.0659 0.1105 2.5863
H 1.6736 -0.1759 2.2707
H 1.9124 3.0912 0.0125
H 2.7427 -2.3276 -1.8077
H 2.9426 -2.2504 -0.0248
H 3.6395 -3.5560 -0.8985
C -3.8090 1.7065 0.2455
C -3.9478 0.2874 -0.2820
O -4.4220 -0.6285 0.6781
C -5.7204 -0.3729 1.1958
C -6.8134 -0.4128 0.1425
H -3.2229 1.7067 1.1657
H -3.3110 2.3397 -0.4914
H -4.7755 2.1592 0.4683
H -2.9593 -0.0801 -0.5746
H -4.5710 0.2624 -1.1846
H -5.7332 0.5775 1.7398
H -5.9036 -1.1554 1.9317
H -6.7218 0.4137 -0.5650
H -7.7944 -0.3402 0.6112
H -6.7616 -1.3422 -0.4277
C 5.6106 4.2054 -2.4015
C 4.1705 4.6059 -2.6688
O 3.3668 4.6610 -1.4963
C 3.7677 5.6035 -0.5059
C 3.7457 7.0412 -0.9905
H 5.6532 3.2820 -1.8200
H 6.1414 4.0540 -3.3412
H 6.1452 4.9711 -1.8387
H 3.7068 3.8551 -3.3117
H 4.1252 5.5540 -3.2125
H 4.7515 5.3396 -0.1060
H 3.0570 5.4907 0.3141
H 4.5098 7.2243 -1.7474
H 3.9333 7.7206 -0.1597
H 2.7784 7.2832 -1.4328
C -6.7536 -6.6943 -2.9814
C -6.2092 -5.2763 -2.9635
O -6.7424 -4.4718 -1.9273
C -6.4884 -4.9137 -0.6062
C -5.0110 -4.9671 -0.2548
H -7.8441 -6.6850 -2.9803
H -6.4066 -7.2217 -3.8702
H -6.4279 -7.2644 -2.1097
H -6.4815 -4.7767 -3.8939
H -5.1133 -5.2818 -2.9195
H -6.9672 -5.8820 -0.4265
H -6.9828 -4.1952 0.0491
H -4.4909 -5.7431 -0.8199
H -4.8805 -5.1846 0.8056
H -4.5295 -4.0137 -0.4832
C 6.1419 1.3908 5.9861
C 4.8766 0.8523 5.3411
O 3.7062 1.5700 5.6909
C 3.6808 2.9358 5.3194
C 3.7656 3.1571 3.8187
H 6.0133 1.4778 7.0654
H 6.9820 0.7260 5.7840
H 6.4024 2.3796 5.6044
H 4.7081 -0.1696 5.6821
H 4.9863 0.8052 4.2507
H 4.4662 3.4920 5.8417
H 2.7294 3.3235 5.6854
H 4.7410 2.8694 3.4216
H 3.6073 4.2094 3.5798
H 3.0127 2.5620 3.3012
*
```

4.
Here is a molecular structure, C4H7AuO4 at a distorted geometry from OMol25. Energies are from ωB97M-V/def2-TZVPD.

Results
Kohn-Sham gap (spin up / spin down) in Ha: 0.3410 / 0.2694
ΔE to the lowest compared entry with this formula, charge and spin in kcal per mole: 0.0

Structure (ORCA input):
```
! wB97M-V def2-TZVPD RIJCOSX def2/J DEFGRID3
* xyz 1 4
O -0.5619 -0.2017 1.6040
C -1.2266 -1.3938 1.3354
C -2.0644 -1.2587 0.0709
O -2.7972 -0.0357 0.1797
C -3.7095 0.1915 -0.8802
Au -1.6951 1.2339 1.1723
H -1.8918 -1.6864 2.1725
H -0.5251 -2.2359 1.1824
H -2.7682 -2.0983 -0.0431
H -1.4229 -1.2004 -0.8253
H -4.4717 -0.6007 -0.8962
H -4.1889 1.1610 -0.7043
H -3.1802 0.2118 -1.8449
O 1.0733 1.4447 -0.0202
C 1.5431 0.3954 0.2223
O 2.2111 -0.5567 0.1396
*
```

5.
Here is a single C4H7NO molecule at a distorted geometry from OMol25. Energies are from ωB97M-V/def2-TZVPD.

Results
Kohn-Sham gap in Ha: 0.3929
SMILES: [H]/N=C/[C@@]1(C)CO1
ΔE to the lowest compared entry with this formula, charge and spin in kcal per mole: 68.5

Structure (ORCA input):
```
! wB97M-V def2-TZVPD RIJCOSX def2/J DEFGRID3
* xyz 0 1
H -2.8616 0.9008 -0.6689
N -2.0351 0.3431 -0.3867
C -0.9035 0.8451 -0.2702
C 0.2370 0.0173 0.1187
C 0.0372 -1.4528 0.4547
C 1.5222 0.6320 -0.2853
O 0.9608 0.7609 0.9942
H -0.6742 1.9084 -0.5683
H 0.9901 -2.0159 0.2796
H -0.6863 -1.9567 -0.0325
H -0.3483 -1.5223 1.5264
H 2.3463 -0.0312 -0.4425
H 1.4154 1.5712 -0.7191
*
```

6.
Here is a molecular structure, C29H37F4OSn at a distorted geometry from OMol25. Energies are from ωB97M-V/def2-TZVPD.

Results
Kohn-Sham gap in Ha: 0.1595
ΔE to the lowest compared entry with this formula, charge and spin in kcal per mole: 40.4

Structure (ORCA input):
```
! wB97M-V def2-TZVPD RIJCOSX def2/J DEFGRID3
* xyz -1 1
F -3.1338 2.8867 2.7733
C -2.9620 1.5207 2.6822
C -4.0531 0.7027 2.9489
C -3.8297 -0.6640 2.8096
F -4.8907 -1.5239 2.9764
C -2.5924 -1.1984 2.4744
C -1.4972 -0.3513 2.2778
C -0.1683 -1.0806 2.1318
C 1.1573 -0.3490 2.3274
C 2.2316 -1.2287 2.5341
C 3.4753 -0.7316 2.9042
F 4.4892 -1.6263 3.1616
C 3.7414 0.6295 3.0413
C 2.6797 1.4780 2.7477
F 2.8904 2.8390 2.8472
C 1.4080 1.0331 2.3687
C -1.7041 1.0349 2.3075
H -5.0331 1.1014 3.1978
H -2.4771 -2.2796 2.3881
H -0.1806 -1.8238 2.9549
H 2.0976 -2.3075 2.4226
H 4.7224 0.9991 3.3309
H 0.6560 1.7690 2.1078
H -0.9269 1.7428 2.0412
C 0.8693 2.9644 -2.0080
C 0.9048 1.8663 -3.0655
C -0.2423 0.8697 -2.8900
C -0.1284 -0.3272 -3.8336
Sn -1.3975 -1.9493 -3.2067
C -3.4578 -1.3295 -3.4847
C -3.8797 -0.1878 -2.5487
C -3.9525 1.1708 -3.2541
C -4.2973 2.2986 -2.2883
C -1.1338 -3.5259 -4.6698
C 0.2682 -4.1510 -4.7973
C 0.2709 -5.6670 -4.5443
C 1.6651 -6.2923 -4.6079
C -1.0532 -2.2195 -1.1230
C -1.3417 -3.3832 -0.4061
C -0.8747 -3.2239 0.8811
C -0.1097 -1.9651 0.9252
O -0.5477 -1.2764 -0.2829
H 1.6754 3.6804 -2.1878
H -0.0827 3.5060 -2.0326
H 1.0022 2.5459 -1.0031
H 0.8356 2.3008 -4.0700
H 1.8572 1.3243 -3.0157
H -0.2612 0.5274 -1.8446
H -1.2026 1.3815 -3.0588
H -0.4388 -0.0723 -4.8563
H 0.8889 -0.7442 -3.8547
H -3.5520 -1.0732 -4.5483
H -4.0233 -2.2463 -3.2788
H -4.8685 -0.4121 -2.1133
H -3.1921 -0.1210 -1.6883
H -3.0041 1.3884 -3.7656
H -4.7136 1.1119 -4.0447
H -4.4252 3.2371 -2.8344
H -5.2305 2.0749 -1.7609
H -3.5095 2.4467 -1.5400
H -1.9051 -4.2721 -4.4371
H -1.4036 -3.0086 -5.6009
H 0.6442 -3.9683 -5.8179
H 0.9818 -3.6654 -4.1121
H -0.1840 -5.8715 -3.5649
H -0.3705 -6.1496 -5.2944
H 1.5932 -7.3706 -4.4361
H 2.1251 -6.1354 -5.5902
H 2.3232 -5.8661 -3.8422
H -1.8611 -4.2468 -0.8185
H -0.9078 -3.9516 1.6935
H 0.9423 -2.2292 0.7160
*
```